Molecular formula: C27H66N8O8P2S
Method: DFT, ωB97M-V/def2-TZVPD

Computed properties:
SMILES string: [H]/N=C\C[C@@]1(C)OS(=O)(=O)O[C@]1(C[C@@H](O)CN)OC[C@H](C)CC(C)C.CN(C)P(=O)(N(C)C)N(C)C.CN(C)P(=O)(N(C)C)N(C)C
Kohn-Sham gap in eV: 6.665

Element x y z (Å)
H 2.03 4.49 -0.44
N 1.84 5.32 -1.05
C 0.75 5.05 -1.89
C 0.03 3.55 -1.75
C 0.75 2.54 -2.82
C 0.64 3.19 -4.34
O 2.21 2.65 -2.52
S 3.01 1.17 -2.82
O 4.30 1.15 -3.69
O 3.41 0.32 -1.59
O 1.63 0.35 -3.42
C 0.42 0.91 -2.74
C 0.16 0.53 -1.18
C 0.28 -1.04 -0.78
O -0.86 -1.33 0.16
C 0.16 -2.13 -1.99
N 1.55 -2.73 -2.22
O -0.61 0.70 -3.77
C -1.97 0.94 -3.29
C -3.08 1.25 -4.46
C -2.46 1.12 -6.01
C -3.79 2.74 -4.32
C -4.94 2.83 -3.16
C -5.73 4.29 -3.13
C -6.14 1.69 -3.32
H 0.38 5.89 -2.62
H 0.15 3.26 -0.63
H -1.12 3.75 -1.99
H 0.92 2.40 -5.19
H 1.37 4.10 -4.51
H -0.44 3.57 -4.61
H -0.87 0.94 -0.73
H 1.00 1.10 -0.56
H 1.25 -1.20 -0.11
H -0.64 -2.25 0.50
H -0.50 -3.03 -1.57
H -0.37 -1.76 -2.96
H 2.25 -2.01 -2.50
H 1.85 -3.03 -1.25
H -2.03 1.83 -2.53
H -2.39 -0.01 -2.69
H -3.92 0.40 -4.41
H -2.11 -0.01 -6.10
H -1.58 1.89 -6.09
H -3.34 1.32 -6.79
H -4.22 3.14 -5.36
H -2.94 3.53 -4.03
H -4.48 2.69 -2.07
H -5.92 4.64 -4.23
H -6.79 4.21 -2.58
H -5.14 5.11 -2.50
H -5.84 0.77 -2.65
H -7.20 2.10 -2.99
H -6.17 1.40 -4.45
C 0.44 5.76 5.67
N 0.70 4.35 5.49
C 0.21 3.64 6.68
P 2.05 3.59 4.78
O 1.15 2.55 4.07
N 2.48 4.31 3.28
C 1.52 5.14 2.54
C 3.06 3.35 2.33
N 3.08 4.80 5.60
C 3.62 6.01 5.00
C 4.17 4.09 6.27
H 1.04 6.21 6.47
H -0.62 5.94 5.92
H 0.60 6.34 4.76
H 0.84 3.84 7.55
H 0.20 2.56 6.52
H -0.83 3.92 6.92
H 0.53 4.69 2.50
H 1.86 5.33 1.51
H 1.45 6.13 2.98
H 2.29 2.76 1.82
H 3.73 2.66 2.84
H 3.66 3.87 1.57
H 4.34 5.81 4.20
H 4.14 6.61 5.76
H 2.84 6.67 4.62
H 4.89 3.70 5.55
H 3.78 3.25 6.85
H 4.70 4.74 6.98
C -0.74 -6.93 -1.43
N 0.12 -6.25 -0.49
C 1.12 -5.48 -1.24
P 0.71 -6.81 1.01
O 0.49 -5.42 1.67
N -0.53 -7.52 1.98
C -1.94 -7.25 1.71
C -0.30 -7.33 3.42
N 0.97 -8.40 0.26
C 0.07 -9.55 0.34
C 2.33 -8.85 0.58
H -0.22 -7.72 -1.99
H -1.15 -6.23 -2.17
H -1.62 -7.37 -0.96
H 1.85 -6.15 -1.72
H 1.67 -4.80 -0.58
H 0.65 -4.86 -2.01
H -2.13 -6.18 1.53
H -2.58 -7.58 2.53
H -2.29 -7.82 0.85
H -0.62 -6.34 3.76
H 0.75 -7.45 3.67
H -0.86 -8.08 4.00
H -0.01 -9.94 1.36
H 0.44 -10.36 -0.30
H -0.93 -9.32 -0.04
H 2.41 -9.14 1.63
H 3.05 -8.05 0.39
H 2.63 -9.70 -0.05